## i
Below is C7H11N3 in the gas phase, with properties calculated with wB97M-V/def2-TZVPD.

Last column: natural (NBO) charge in e.
Geometry (Å):
N1 3.708 1.691 0.998  -0.409
N2 2.284 0.028 -0.128  -0.487
N3 -0.246 1.468 -0.305  -0.622
C1 -1.535 -0.424 0.511  -0.440
C2 2.974 0.893 0.559  0.420
C3 -2.515 0.590 -0.079  -0.413
C4 -0.064 0.184 0.164  0.245
C5 -1.589 1.645 -0.800  -0.200
C6 3.111 -0.936 -0.953  -0.384
C7 1.062 -0.504 0.381  -0.187
H1 -1.577 1.556 -1.865  0.180
H2 2.854 -0.810 -2.081  0.204
H3 -2.061 2.681 -0.547  0.193
H4 4.076 -0.742 -0.602  0.215
H5 -3.144 0.124 -0.790  0.217
H6 2.898 -1.956 -0.812  0.200
H7 1.128 -1.497 0.770  0.199
H8 -1.788 -0.670 1.528  0.224
H9 0.511 2.083 -0.497  0.416
H10 -3.034 1.024 0.758  0.213
H11 -1.653 -1.462 0.145  0.216

The HOMO energy comes out at -8.082 eV. As for the lowest unoccupied orbital energy: 0.80 eV. Its structure (SMILES) is CN(C#N)/C=C1/CCCN1. The calculation puts the orbital gap at 8.9 eV.

***

## ii
Below is C7H11N3 in the gas phase, with properties calculated with wB97M-V/def2-TZVPD.

Last column: natural (NBO) charge in e.
Geometry (Å):
N1 0.188 -2.652 1.611  -0.817
N2 -1.049 -0.239 -0.835  -0.317
N3 1.793 0.411 1.189  -0.622
C1 0.500 1.839 -0.361  -0.471
C2 0.897 -0.476 0.664  0.123
C3 -2.125 0.103 -1.733  -0.396
C4 1.853 1.632 0.368  -0.189
C5 0.041 -1.518 0.773  0.014
C6 -1.041 -1.392 -0.137  -0.076
C7 0.099 0.465 -0.761  0.038
H1 2.642 1.537 -0.392  0.178
H2 2.094 2.482 1.012  0.196
H3 -2.429 1.138 -1.566  0.207
H4 2.719 0.056 1.411  0.378
H5 -1.814 0.000 -2.775  0.208
H6 -1.795 -2.138 -0.313  0.194
H7 -0.227 2.303 0.321  0.194
H8 -2.974 -0.555 -1.554  0.210
H9 0.655 2.512 -1.208  0.217
H10 0.675 -2.424 2.469  0.367
H11 -0.704 -3.082 1.817  0.364

The HOMO energy comes out at -6.427 eV. As for the lowest unoccupied orbital energy: 1.00 eV. Its structure (SMILES) is Cn1cc(N)c2c1CCN2. The calculation puts the orbital gap at 7.4 eV.

***

i is preferred energetically. Next in line: 1.310 eV higher.

***

## i
Below is CH4N2 in the gas phase, with properties calculated with wB97M-V/def2-TZVPD.

Last column: natural (NBO) charge in e.
Geometry (Å):
N1 0.920 -0.158 -0.074  -0.873
N2 -1.542 -0.102 0.013  -0.685
C1 -0.362 0.416 -0.037  0.272
H1 1.199 -1.174 -0.056  0.411
H2 -1.465 -1.102 -0.016  0.316
H3 -0.363 1.484 -0.217  0.160
H4 1.614 0.638 0.388  0.399

The HOMO energy comes out at -9.405 eV. As for the lowest unoccupied orbital energy: 0.89 eV. Its structure (SMILES) is [H]/N=C\N. The calculation puts the orbital gap at 10.3 eV.

***

## ii
Below is CH4N2 in the gas phase, with properties calculated with wB97M-V/def2-TZVPD.

Last column: natural (NBO) charge in e.
Geometry (Å):
N1 0.909 -0.183 -0.137  -0.860
N2 -1.452 -0.168 -0.100  -0.649
C1 -0.339 0.445 0.039  0.245
H1 1.763 0.386 -0.288  0.391
H2 0.999 -0.893 0.562  0.384
H3 -0.587 1.537 0.046  0.177
H4 -1.293 -1.124 -0.123  0.312

The HOMO energy comes out at -9.665 eV. As for the lowest unoccupied orbital energy: 1.03 eV. Its structure (SMILES) is [H]/N=C\N. The calculation puts the orbital gap at 10.7 eV.

***

## iii
Below is CH4N2 in the gas phase, with properties calculated with wB97M-V/def2-TZVPD.

Last column: natural (NBO) charge in e.
Geometry (Å):
N1 0.073 0.265 0.426  -0.213
N2 0.805 -0.791 -0.011  -0.643
C1 -0.869 0.732 -0.275  -0.187
H1 1.280 -1.330 0.745  0.382
H2 -1.152 0.317 -1.242  0.133
H3 -1.438 1.620 0.015  0.186
H4 0.379 -1.316 -0.776  0.341

The HOMO energy comes out at -9.035 eV. As for the lowest unoccupied orbital energy: 1.24 eV. Its structure (SMILES) is C=NN. The calculation puts the orbital gap at 10.3 eV.

***

ii is preferred energetically. Next in line: 0.126 eV higher.

***

## i
Below is a 2-piece molecular cluster, C9H14O overall, with properties calculated with wB97M-V/def2-TZVPD.

Last column: natural (NBO) charge in e.
Geometry (Å):
O1 2.798 -2.459 0.735  -0.737
C1 -1.800 -0.193 -1.562  -0.226
C2 0.898 -2.504 2.207  -0.635
C3 -2.511 0.696 -0.778  -0.199
C4 -0.428 -0.069 -1.700  -0.201
C5 0.256 2.940 0.503  -0.631
C6 0.255 0.945 -1.038  -0.227
C7 1.452 -1.974 0.908  -0.064
C8 -1.832 1.709 -0.118  -0.220
C9 -0.458 1.830 -0.241  -0.006
H1 0.457 -3.497 2.129  0.209
H2 0.884 -2.303 0.038  0.167
H3 -2.383 2.412 0.488  0.210
H4 0.537 2.628 1.507  0.219
H5 1.726 -2.596 2.919  0.221
H6 -0.397 3.818 0.635  0.215
H7 -2.285 -1.018 -2.085  0.213
H8 1.478 -0.883 0.939  0.163
H9 0.172 -1.808 2.626  0.211
H10 0.106 -0.791 -2.310  0.213
H11 3.336 -1.753 0.378  0.467
H12 -3.587 0.598 -0.705  0.214
H13 1.314 1.102 -1.206  0.210
H14 1.150 3.299 -0.001  0.216

The HOMO energy comes out at -9.206 eV. As for the lowest unoccupied orbital energy: 0.80 eV. Its structure (SMILES) is Cc1ccccc1.CCO. The calculation puts the orbital gap at 10.0 eV.

***

## ii
Below is a 2-piece molecular cluster, C9H14O overall, with properties calculated with wB97M-V/def2-TZVPD.

Last column: natural (NBO) charge in e.
Geometry (Å):
O1 0.527 3.030 -1.598  -0.678
C1 -1.744 0.314 -1.915  -0.162
C2 0.011 1.730 -1.614  0.278
C3 -1.158 1.515 -2.257  -0.276
C4 1.658 0.002 2.457  -0.603
C5 0.366 -0.375 3.313  -0.610
C6 -0.905 -0.669 -1.262  -0.080
C7 0.836 0.877 -0.922  -0.288
C8 0.448 -0.476 -1.011  -0.182
C9 -1.468 -2.066 -1.185  -0.639
H1 0.469 -0.073 4.333  0.204
H2 1.896 1.188 -0.605  0.215
H3 -2.861 0.035 -2.148  0.227
H4 -0.800 -2.917 -1.257  0.221
H5 1.256 2.948 -0.871  0.472
H6 -0.545 0.103 2.831  0.212
H7 -1.411 2.137 -3.205  0.246
H8 2.114 0.809 2.737  0.193
H9 0.385 -1.398 3.437  0.205
H10 1.035 -1.311 -0.728  0.216
H11 1.628 -0.101 1.364  0.204
H12 -2.007 -2.277 -2.182  0.208
H13 2.471 -0.676 2.665  0.195
H14 -2.202 -2.350 -0.376  0.222

The HOMO energy comes out at -8.243 eV. As for the lowest unoccupied orbital energy: 0.86 eV. Its structure (SMILES) is Cc1ccc(O)cc1.CC. The calculation puts the orbital gap at 9.1 eV.

***

i is preferred energetically. Next in line: 2.513 eV higher.

***

## i
Below is a 2-piece molecular cluster, C9H14O overall, with properties calculated with wB97M-V/def2-TZVPD.

Last column: natural (NBO) charge in e.
Geometry (Å):
O1 0.612 2.205 -1.753  -0.674
C1 -2.779 -0.151 2.059  -0.629
C2 -1.796 1.886 0.991  -0.186
C3 2.353 -2.111 -1.510  -0.609
C4 2.988 -1.658 -0.202  -0.612
C5 -0.359 0.294 -0.802  -0.265
C6 -1.878 0.502 1.034  -0.052
C7 -1.156 -0.303 0.152  -0.184
C8 -1.009 2.490 0.002  -0.290
C9 -0.265 1.686 -0.819  0.298
H1 -2.311 2.411 1.785  0.213
H2 -2.662 -1.237 2.053  0.212
H3 -0.870 3.558 -0.043  0.207
H4 0.649 3.169 -1.635  0.475
H5 -3.819 0.168 2.023  0.219
H6 2.481 -3.167 -1.747  0.204
H7 3.990 -1.302 -0.283  0.204
H8 0.147 -0.233 -1.595  0.228
H9 2.392 -0.888 0.285  0.210
H10 3.057 -2.516 0.473  0.201
H11 -1.313 -1.368 0.276  0.212
H12 -2.427 0.075 3.076  0.213
H13 2.704 -1.515 -2.353  0.206
H14 1.271 -1.997 -1.467  0.197

The HOMO energy comes out at -8.388 eV. As for the lowest unoccupied orbital energy: 0.88 eV. Its structure (SMILES) is Cc1ccc(O)cc1.CC. The calculation puts the orbital gap at 9.3 eV.

***

## ii
Below is a 2-piece molecular cluster, C9H14O overall, with properties calculated with wB97M-V/def2-TZVPD.

Last column: natural (NBO) charge in e.
Geometry (Å):
O1 1.938 -0.285 0.439  -0.672
C1 2.351 3.264 -1.795  -0.615
C2 0.793 -0.984 0.476  0.302
C3 -1.764 -2.239 0.659  -0.048
C4 1.128 3.936 -1.204  -0.613
C5 -0.229 -0.752 -0.432  -0.277
C6 -3.056 -2.913 0.961  -0.635
C7 -1.508 -1.240 -0.292  -0.186
C8 0.533 -1.941 1.468  -0.278
C9 -0.722 -2.507 1.575  -0.190
H1 -2.390 -0.780 -0.722  0.213
H2 2.629 -0.543 1.047  0.490
H3 2.257 3.095 -2.853  0.206
H4 2.492 2.298 -1.269  0.209
H5 0.192 3.370 -1.219  0.204
H6 1.157 4.315 -0.171  0.206
H7 -3.935 -2.393 0.571  0.217
H8 -3.268 -2.834 2.034  0.215
H9 3.292 3.752 -1.584  0.205
H10 -0.906 -3.353 2.236  0.205
H11 -0.224 0.162 -1.037  0.218
H12 0.953 4.864 -1.758  0.197
H13 1.321 -2.313 2.122  0.206
H14 -3.034 -3.978 0.746  0.221

The HOMO energy comes out at -8.260 eV. As for the lowest unoccupied orbital energy: 0.81 eV. Its structure (SMILES) is Cc1ccc(O)cc1.CC. The calculation puts the orbital gap at 9.1 eV.

***

## iii
Below is a 2-piece molecular cluster, C9H14O overall, with properties calculated with wB97M-V/def2-TZVPD.

Last column: natural (NBO) charge in e.
Geometry (Å):
O1 -0.823 3.188 -0.554  -0.681
C1 2.131 -1.278 -1.090  -0.627
C2 -0.031 1.401 0.788  -0.318
C3 -1.535 -0.635 0.728  -0.062
C4 3.071 -0.076 -1.030  -0.608
C5 -1.046 1.975 -0.029  0.314
C6 -1.747 -2.025 1.262  -0.621
C7 -0.277 0.054 1.088  -0.164
C8 -2.427 0.100 -0.055  -0.186
C9 -2.247 1.431 -0.411  -0.285
H1 -2.722 -2.000 1.601  0.219
H2 2.493 0.767 -0.938  0.200
H3 1.129 -1.197 -0.790  0.215
H4 0.897 1.926 0.892  0.220
H5 -1.472 -2.812 0.680  0.217
H6 -3.365 -0.289 -0.462  0.209
H7 3.758 -0.156 -0.094  0.202
H8 2.606 -2.023 -0.350  0.201
H9 3.636 0.060 -2.028  0.209
H10 -2.945 2.005 -1.127  0.237
H11 1.905 -1.588 -2.087  0.210
H12 -0.243 3.743 0.045  0.477
H13 0.452 -0.557 1.721  0.210
H14 -1.195 -2.013 2.238  0.210

The HOMO energy comes out at -8.232 eV. As for the lowest unoccupied orbital energy: 0.83 eV. Its structure (SMILES) is Cc1ccc(O)cc1.CC. The calculation puts the orbital gap at 9.1 eV.

***

## iv
Below is a 2-piece molecular cluster, C9H14O overall, with properties calculated with wB97M-V/def2-TZVPD.

Last column: natural (NBO) charge in e.
Geometry (Å):
O1 2.305 1.807 1.203  -0.696
C1 1.706 -1.617 0.225  -0.197
C2 2.394 -0.539 0.667  -0.256
C3 -3.426 1.133 -1.843  -0.624
C4 -0.408 -0.539 0.366  -0.199
C5 -0.211 -2.810 -0.709  -0.627
C6 0.259 0.644 0.797  -0.274
C7 0.347 -1.650 0.079  -0.041
C8 -2.980 2.127 -0.793  -0.625
C9 1.655 0.626 0.902  0.288
H1 -0.949 -3.344 -0.124  0.219
H2 -4.149 0.367 -1.421  0.211
H3 3.498 -0.335 0.663  0.231
H4 -3.607 2.654 -0.090  0.217
H5 -2.374 1.621 0.031  0.196
H6 -0.206 1.536 1.174  0.214
H7 -2.287 2.883 -1.202  0.204
H8 -1.458 -0.579 0.144  0.211
H9 0.519 -3.417 -1.233  0.220
H10 -2.651 0.409 -2.076  0.209
H11 1.901 2.553 0.752  0.482
H12 2.352 -2.472 -0.053  0.209
H13 -0.695 -2.249 -1.528  0.214
H14 -3.666 1.629 -2.790  0.214

The HOMO energy comes out at -8.513 eV. As for the lowest unoccupied orbital energy: 0.82 eV. Its structure (SMILES) is Cc1ccc(O)cc1.CC. The calculation puts the orbital gap at 9.3 eV.

***

i is preferred energetically. Next in line: 0.545 eV higher.